{
  "formula": "C9H10",
  "method": "ωB97M-V with the def2-TZVPD basis set",
  "elements": ["C", "C", "C", "C", "C", "C", "C", "C", "C", "H", "H", "H", "H", "H", "H", "H", "H", "H", "H"],
  "xyz": [[1.242, -0.915, 1.721], [0.427, -1.906, 1.127], [0.762, -1.805, -0.393], [0.912, -0.521, 0.378], [-1.438, 0.053, 0.058], [-0.511, -2.279, 0.096], [-0.095, 0.617, -0.018], [0.283, 1.038, -1.441], [0.134, 1.759, 0.982], [1.557, -2.299, -0.923], [-2.032, -0.092, -0.827], [-1.934, 0.016, 1.009], [-1.024, -3.202, -0.062], [0.381, 0.162, -2.081], [1.232, 1.571, -1.440], [-0.478, 1.690, -1.862], [-0.052, 1.420, 2.000], [-0.530, 2.589, 0.751], [1.163, 2.104, 0.924]],
  "gap_ev": [7.8, 7.8],
  "de_lowest_kcal_mol": 181.1
}

{
  "formula": "C10H11N3OS",
  "method": "ωB97M-V with the def2-TZVPD basis set",
  "elements": ["C", "O", "C", "C", "C", "C", "N", "C", "C", "C", "S", "C", "C", "N", "N", "H", "H", "H", "H", "H", "H", "H", "H", "H", "H", "H"],
  "xyz": [[-3.861, 0.946, 0.392], [-3.225, -0.018, 1.290], [-1.848, -0.019, 1.288], [-1.312, -0.605, 2.334], [0.041, -0.806, 2.281], [0.720, -1.785, 3.135], [0.711, -0.400, 1.187], [0.132, 0.292, 0.257], [0.713, 0.447, -1.107], [-0.025, 0.546, -2.275], [1.004, 0.845, -3.702], [2.350, 0.709, -2.589], [3.726, 0.439, -3.213], [2.045, 0.514, -1.263], [-1.168, 0.540, 0.353], [-3.441, 1.996, 0.553], [-4.948, 0.916, 0.550], [-3.602, 0.775, -0.697], [-1.828, -0.917, 3.226], [0.975, -1.272, 4.042], [1.523, -2.153, 2.611], [-0.025, -2.585, 3.546], [-1.102, 0.489, -2.324], [3.950, 0.859, -4.142], [3.943, -0.564, -3.212], [4.553, 0.812, -2.522]],
  "gap_ev": 9.1,
  "smiles": "COc1cc(C)nc(-c2csc(C)n2)n1",
  "de_lowest_kcal_mol": 1.2
}